No. 1
Entry from the OMol25 dataset: a structure of composition C36H33F3MoNO2P2S3Se2 (ωB97M-V/def2-TZVPD).

Calculated values
Spin multiplicity   3
Energy above the lowest of the compared OMol25 structures with the same formula, charge and spin   4.89 kcal per mole
Total charge   -1
F_max   2.17 eV Å⁻¹
LUMO level (spin up / spin down)   2.28 / 2.30 eV
HOMO energy (spin up / spin down)   -3.91 / -4.40 eV

Positions of all 83 atoms, in Å:
Mo1 0.17149 0.83484 1.11248
S1 -1.43723 2.38472 -0.38727
P1 -1.27896 0.72883 -1.50459
C1 -0.29577 -0.41541 -0.64439
P2 1.36301 -0.50169 -1.16320
S2 2.51873 1.09214 -0.93288
C2 1.42832 -1.09481 -2.89828
C3 0.56857 -2.11782 -3.29427
C4 0.62223 -2.60469 -4.59005
C5 1.52993 -2.07296 -5.49537
C6 2.39485 -1.06503 -5.09891
C7 2.34685 -0.57629 -3.79982
C8 2.11673 -1.95577 -0.35659
C9 3.48232 -1.96198 -0.09409
C10 4.09596 -3.11187 0.38266
C11 3.34489 -4.25851 0.59201
C12 1.98125 -4.25406 0.33399
C13 1.36639 -3.10863 -0.14621
C14 -2.95713 0.04185 -1.61607
C15 -3.26342 -1.15156 -0.97626
C16 -4.57367 -1.61248 -0.97505
C17 -5.57057 -0.88466 -1.60564
C18 -5.26509 0.31563 -2.23732
C19 -3.96207 0.78215 -2.23769
C20 -0.86395 1.23726 -3.20349
C21 0.02948 2.29283 -3.37145
C22 0.39932 2.69223 -4.64535
C23 -0.12930 2.04812 -5.75451
C24 -1.02572 1.00308 -5.59030
C25 -1.38885 0.58955 -4.31766
H1 -0.13258 -2.52708 -2.57691
H2 -0.05138 -3.39608 -4.89770
H3 1.55327 -2.43758 -6.51571
H4 3.10883 -0.65159 -5.80157
H5 3.01605 0.21061 -3.47300
H6 4.05059 -1.05224 -0.24139
H7 5.15958 -3.11397 0.58753
H8 3.82200 -5.15882 0.96138
H9 1.39115 -5.14375 0.51753
H10 0.30329 -3.09279 -0.33858
H11 -2.48276 -1.69424 -0.45772
H12 -4.81699 -2.53965 -0.47176
H13 -6.59274 -1.24334 -1.59451
H14 -6.04644 0.88951 -2.72083
H15 -3.71321 1.72766 -2.70656
H16 0.42460 2.79906 -2.50161
H17 1.10223 3.50697 -4.76803
H18 0.16302 2.35836 -6.75071
H19 -1.44351 0.50537 -6.45708
H20 -2.08570 -0.22880 -4.18612
O1 -3.64016 -0.38120 2.92551
C26 -3.24653 -0.54226 4.25930
C27 -1.73245 -0.52049 4.61664
C28 -1.66304 -0.97457 6.09338
O2 -1.98982 -2.33674 6.33310
C29 -1.19191 0.90303 4.62634
Se1 -1.22993 1.96022 2.95653
C30 -0.79040 -1.44141 3.82036
Se2 -0.70171 -1.37323 1.85415
H21 -3.32246 0.48312 2.61618
H22 -3.67959 -1.50692 4.55094
H23 -3.72397 0.23028 4.88346
H24 -2.31841 -0.32176 6.68946
H25 -0.64024 -0.85041 6.45349
H26 -2.79086 -2.55296 5.84921
H27 -0.15097 0.90384 4.95300
H28 -1.77303 1.50970 5.32558
H29 -1.01055 -2.48313 4.05087
H30 0.23033 -1.24147 4.15354
F1 4.39635 3.85211 4.57412
C31 4.34851 2.87180 3.62915
F2 5.56329 2.89594 3.02108
F3 4.26034 1.71342 4.28024
C32 3.25020 3.14309 2.65178
C33 3.24542 4.39697 2.05653
C34 2.24458 4.72204 1.15691
C35 1.27729 3.78066 0.87332
N1 1.28678 2.56554 1.41915
C36 2.25497 2.22328 2.30036
S3 2.05227 0.58074 2.76511
H31 4.02885 5.10308 2.30044
H32 2.21349 5.69045 0.67914
H33 0.46550 3.98462 0.19056


No. 2
Entry from the OMol25 dataset: a structure of composition C26H64F6NO14S2V (ωB97M-V/def2-TZVPD).

Calculated values
Total charge   0
F_max   8.27 eV Å⁻¹
LUMO level   -1.61 eV
HOMO energy   -9.59 eV

Positions of all 114 atoms, in Å:
O1 23.82169 13.32441 2.19977
V1 23.28898 13.06626 0.70579
O2 22.44371 11.73307 0.50819
C1 24.25802 16.82715 -0.29415
F1 25.00100 17.89979 -0.38389
F2 23.79687 16.74564 0.96121
F3 23.18250 16.97140 -1.08627
S1 25.26206 15.15740 -0.63622
O3 26.35346 15.51673 -1.54280
O4 25.73892 14.80190 0.68037
N1 23.88324 14.13297 -0.98541
S2 24.01351 14.09813 -2.52586
O5 24.02992 15.37579 -3.25390
O6 25.07324 13.15062 -2.95875
C2 22.40713 13.18812 -3.03220
F4 22.40832 12.86386 -4.32050
F5 22.12087 12.12858 -2.36352
F6 21.36341 14.01806 -2.78092
C3 23.30909 7.52597 -1.98324
C4 24.46396 8.48788 -1.61619
C5 24.49585 9.69518 -2.53989
O7 24.19035 8.99622 -0.34395
H1 22.33148 8.00141 -1.90365
H2 23.29089 6.57698 -1.44734
H3 23.39003 7.21603 -3.02511
H4 25.42374 7.98043 -1.71327
H5 23.48937 10.04867 -2.76383
H6 24.98428 9.49516 -3.49358
H7 25.07763 10.52420 -2.13695
H8 24.05647 8.21567 0.19866
C6 26.95530 10.64456 2.23859
C7 26.61888 11.68735 1.21219
C8 27.60196 11.65475 0.01906
O8 25.27168 11.57829 0.77642
H9 26.22884 10.71436 3.04821
H10 27.99081 10.78910 2.54670
H11 26.85947 9.66827 1.76343
H12 26.74117 12.66361 1.68130
H13 28.62294 11.43884 0.33385
H14 27.54276 12.60823 -0.50580
H15 27.40458 10.90127 -0.74344
H16 25.23948 10.70602 0.37680
C9 18.60977 12.69399 -5.18264
C10 19.28928 12.64540 -6.52661
C11 20.27714 11.50834 -6.68788
O9 18.33461 12.51911 -7.52876
H17 19.32334 12.69411 -4.35868
H18 18.10618 11.73208 -5.08660
H19 17.85244 13.47635 -5.13289
H20 19.78035 13.61167 -6.64181
H21 19.69190 10.60702 -6.87016
H22 20.91103 11.36867 -5.81222
H23 20.97810 11.76471 -7.48225
H24 18.84192 12.67749 -8.32824
C12 19.83420 9.60253 -1.52011
C13 19.31047 9.42138 -2.90001
C14 20.30792 8.79302 -3.90174
O10 18.15536 8.61275 -2.87333
H25 20.88378 9.89441 -1.55589
H26 19.85188 8.64040 -1.00817
H27 19.14419 10.19675 -0.92104
H28 19.07615 10.41909 -3.27118
H29 21.08030 9.52498 -4.13786
H30 19.79764 8.65918 -4.85558
H31 20.72401 7.84258 -3.56761
H32 17.71111 8.66358 -3.72284
C15 18.93339 13.80989 1.28521
C16 20.19897 14.43433 0.63594
C17 20.30503 15.97591 0.57840
O11 21.31772 14.08748 1.42101
H33 18.14519 13.98806 0.55371
H34 18.62863 14.27618 2.22212
H35 19.09475 12.73632 1.38274
H36 20.19735 14.03181 -0.37702
H37 19.37471 16.32701 0.13194
H38 21.14754 16.19402 -0.07788
H39 20.52481 16.53076 1.49051
H40 21.19147 14.54386 2.25610
C18 28.69654 16.11771 1.29945
C19 27.95427 17.23399 1.95088
C20 26.83450 16.74297 2.96841
O12 28.92717 18.11801 2.57563
H41 28.10630 15.40037 0.72924
H42 29.11151 15.40549 2.01265
H43 29.46110 16.41929 0.58349
H44 27.42061 17.79096 1.18075
H45 26.18417 17.58096 3.21932
H46 27.31128 16.50146 3.91838
H47 26.20129 15.94671 2.57709
H48 29.77530 17.68509 2.45378
C21 27.81762 13.43866 -4.94292
C22 27.62090 14.87775 -5.36722
C23 28.52232 15.88452 -4.67824
O13 27.88540 14.94497 -6.68517
H49 28.86070 13.13079 -5.01576
H50 27.22484 12.78302 -5.58077
H51 27.46947 13.25729 -3.92607
H52 26.60351 15.21365 -5.16673
H53 28.31204 16.87413 -5.08389
H54 29.59845 15.71118 -4.67612
H55 28.20161 15.86992 -3.63659
H56 27.15506 14.51926 -7.14010
C24 24.23705 20.90781 -3.68843
C25 25.37702 19.93021 -3.74394
C26 25.10949 18.77849 -4.74555
O14 26.49614 20.55952 -4.22573
H57 24.60118 21.79209 -3.16540
H58 23.38206 20.41730 -3.22314
H59 23.93196 21.30094 -4.65821
H60 25.46360 19.62169 -2.70211
H61 24.86821 19.13938 -5.74537
H62 24.27427 18.15161 -4.43326
H63 25.98049 18.14383 -4.90884
H64 26.20782 21.34284 -4.69995


No. 3
Entry from the OMol25 dataset: a structure of composition C32H50MnN5O2P3S2 (ωB97M-V/def2-TZVPD).

Calculated values
Spin multiplicity   2
Total charge   +2
F_max   2.92 eV Å⁻¹
LUMO level (spin up / spin down)   -6.73 / -6.89 eV
HOMO energy (spin up / spin down)   -12.46 / -12.75 eV

Positions of all 95 atoms, in Å:
Mn1 0.11282 -0.42380 -0.57880
C1 3.78857 1.70326 1.76706
C2 3.21007 1.28225 0.41753
C3 2.45679 2.45687 -0.21782
P1 2.11831 -0.21788 0.53919
C4 3.24033 -1.69716 0.64410
C5 2.47536 -2.89487 1.21770
C6 4.57910 -1.50062 1.35244
C7 1.21336 -0.01055 2.11109
C8 1.56349 -0.44109 3.38403
C9 0.73960 -0.18961 4.47585
C10 1.10512 -0.64738 5.86144
C11 -0.45176 0.50398 4.25103
C12 -0.81211 0.94936 2.99042
C13 0.02183 0.70431 1.89470
N1 -0.26553 1.03570 0.56240
C14 -0.87252 2.23558 0.19546
C15 -1.04225 3.33319 1.05071
C16 -1.70239 4.46462 0.61233
C17 -2.22040 4.56181 -0.67909
C18 -2.97537 5.78520 -1.11401
C19 -1.97421 3.50972 -1.55149
C20 -1.28420 2.37485 -1.14088
P2 -0.80406 0.99309 -2.21588
C21 -2.44749 0.29919 -2.75322
C22 -3.23323 -0.18967 -1.53963
C23 -2.29970 -0.79234 -3.80951
C24 -0.10418 1.71902 -3.78914
C25 0.99451 2.74300 -3.47938
C26 -1.13076 2.33390 -4.74151
H1 4.41053 2.58549 1.60768
H2 4.40822 0.93935 2.23013
H3 2.99460 1.97509 2.46193
H4 4.01421 0.96793 -0.25555
H5 1.84583 2.97020 0.52518
H6 1.80417 2.12236 -1.02103
H7 3.16725 3.17651 -0.62508
H8 3.45877 -1.89494 -0.41070
H9 2.35900 -2.80188 2.29777
H10 3.01464 -3.82021 1.00960
H11 1.48217 -2.96335 0.77450
H12 4.45855 -1.28001 2.41251
H13 5.17221 -0.71419 0.88903
H14 5.14671 -2.42849 1.26801
H15 2.50341 -0.95562 3.54469
H16 2.16191 -0.89765 5.93495
H17 0.53210 -1.53385 6.14251
H18 0.88389 0.13094 6.59104
H19 -1.10387 0.71304 5.09225
H20 -1.74196 1.48485 2.84651
H21 -0.63447 3.30908 2.05120
H22 -1.81851 5.30362 1.28823
H23 -3.65639 6.11954 -0.33227
H24 -3.54612 5.60075 -2.02239
H25 -2.28469 6.60763 -1.31374
H26 -2.33856 3.58208 -2.56840
H27 -2.97554 1.15305 -3.18446
H28 -2.75931 -1.06455 -1.09514
H29 -4.24074 -0.48294 -1.83888
H30 -3.31640 0.59206 -0.78165
H31 -1.78995 -1.66347 -3.39978
H32 -1.74141 -0.45077 -4.68224
H33 -3.28558 -1.11120 -4.15059
H34 0.34856 0.85348 -4.28460
H35 0.64926 3.48263 -2.75587
H36 1.26693 3.26753 -4.39510
H37 1.89517 2.26852 -3.09717
H38 -1.48234 3.29835 -4.37823
H39 -1.98889 1.69611 -4.94273
H40 -0.63072 2.51230 -5.69405
S1 2.14852 -0.07680 -2.71435
C27 2.16565 -1.65212 -3.32592
C28 3.04137 -1.93467 -4.42141
N2 3.73036 -2.15681 -5.31421
C29 1.36300 -2.66325 -2.82761
S2 0.19571 -2.37576 -1.60290
C30 1.40985 -4.02946 -3.21620
N3 1.34719 -5.17018 -3.36018
N4 -1.28031 -5.10023 0.03351
C31 -1.04036 -4.47610 1.36600
P3 -1.89174 -2.81497 1.34721
O1 -3.23863 -3.08232 0.75128
O2 -1.03769 -1.69641 0.83566
C32 -2.31608 -2.39566 3.12366
N5 -3.69773 -1.82030 3.01103
H41 -2.28616 -5.08109 -0.16768
H42 -0.93813 -6.05924 -0.03540
H43 -0.81354 -4.52331 -0.70820
H44 0.02607 -4.40531 1.56760
H45 -1.51756 -5.09583 2.12332
H46 -1.62016 -1.67013 3.53986
H47 -2.34790 -3.28181 3.75405
H48 -3.66333 -0.82431 2.79329
H49 -4.27623 -1.95173 3.83782
H50 -4.10392 -2.29544 2.15461